Entry 1:
C30H58MgO21S4 | the ωB97M-V functional and the def2-TZVPD basis

Geometry as XYZ:
```
114
C30H58MgO21S4 | OMol25 | the ωB97M-V functional and the def2-TZVPD basis
Mg 2.454 0.941 0.056
O 1.796 -0.209 1.542
C 0.485 -0.645 1.176
C -0.004 -0.288 -0.321
O 0.657 0.785 -0.995
H -0.207 -0.074 1.794
H 0.445 -1.659 1.574
H -1.086 -0.221 -0.209
H 0.143 -1.174 -0.939
C -1.249 -4.421 1.887
C -0.312 -4.836 0.665
C 0.399 -6.260 0.510
O -0.141 -6.821 -0.609
C -0.843 -5.979 -1.276
O -1.498 -6.274 -2.322
O -0.913 -4.830 -0.659
H -2.058 -5.150 1.927
H -1.611 -3.406 1.721
H -0.749 -4.329 2.852
H 0.423 -4.032 0.711
H 0.498 -6.807 1.448
H 1.417 -5.917 0.330
C 3.799 -0.976 6.818
C 2.486 -0.243 6.339
C 1.742 -0.732 5.090
O 1.097 -1.844 5.622
C 0.703 -1.434 6.827
O -0.216 -1.958 7.429
O 1.483 -0.385 7.262
H 4.006 -0.937 7.888
H 4.713 -0.677 6.305
H 3.815 -2.051 6.635
H 2.679 0.823 6.217
H 2.424 -1.097 4.321
H 0.951 -0.148 4.620
C -4.099 3.979 0.212
C -4.516 2.492 0.011
C -3.302 1.583 -0.018
O -3.644 0.674 1.043
C -4.724 0.992 1.631
O -5.236 0.574 2.608
O -5.334 2.021 1.110
H -4.970 4.630 0.291
H -3.595 4.370 -0.671
H -3.433 4.188 1.049
H -5.070 2.328 -0.913
H -2.429 2.232 0.047
H -3.331 1.038 -0.962
C -4.525 -2.695 -4.018
C -4.607 -2.833 -2.438
C -4.249 -1.625 -1.675
O -4.940 -1.793 -0.494
C -5.901 -2.685 -0.651
O -6.778 -2.892 0.148
O -5.863 -3.126 -1.906
H -5.256 -1.947 -4.326
H -4.560 -3.642 -4.556
H -3.620 -2.204 -4.375
H -3.934 -3.619 -2.093
H -4.584 -0.705 -2.155
H -3.175 -1.624 -1.486
C -1.144 0.474 -5.290
C -1.809 0.540 -3.988
C -1.700 1.807 -3.169
O -2.999 2.340 -3.131
C -3.829 1.519 -3.741
O -5.007 1.622 -3.698
O -3.235 0.530 -4.267
H -1.609 1.228 -5.925
H -1.103 -0.525 -5.725
H -0.143 0.841 -5.063
H -1.640 -0.349 -3.381
H -0.996 2.564 -3.515
H -1.368 1.535 -2.167
C 4.526 -2.086 -2.450
S 4.268 -2.105 -0.586
O 3.530 -0.767 -0.494
C 3.070 -3.473 -0.528
H 3.845 -1.409 -2.966
H 4.394 -3.073 -2.894
H 5.486 -1.696 -2.788
H 3.546 -4.443 -0.671
H 2.312 -3.340 -1.300
H 2.683 -3.485 0.491
C -0.081 3.510 2.552
S 1.108 4.112 1.329
O 1.840 2.860 0.916
C -0.149 4.421 0.137
H 0.349 3.123 3.476
H -0.628 2.689 2.088
H -0.744 4.334 2.815
H 0.395 5.134 -0.483
H -1.035 4.877 0.578
H -0.545 3.707 -0.585
C 4.300 2.589 3.289
S 5.117 2.111 1.723
O 4.094 1.512 0.829
C 5.208 3.843 0.921
H 3.235 2.399 3.148
H 4.502 3.645 3.465
H 4.568 1.920 4.107
H 5.755 4.657 1.397
H 4.163 4.150 0.909
H 5.541 3.897 -0.116
C 3.779 3.697 -3.110
S 3.674 1.848 -2.864
O 3.201 1.718 -1.477
C 2.141 1.576 -3.796
H 4.705 4.024 -2.636
H 2.925 4.229 -2.691
H 3.991 4.093 -4.103
H 1.319 2.216 -3.473
H 1.907 0.519 -3.919
H 2.231 1.891 -4.836
```

Orbital gap in eV: 6.283
2S+1: 1
Highest occupied orbital energy in eV: -6.646
Total energy in eV: -123829.0329

=====

Entry 2:
C22H18N2O2 | the ωB97M-V functional and the def2-TZVPD basis

Geometry as XYZ:
```
44
C22H18N2O2 | OMol25 | the ωB97M-V functional and the def2-TZVPD basis
C -1.979 -3.930 -0.805
C -1.517 -2.789 -0.181
C -1.033 -1.609 -0.944
C 0.333 -1.011 -0.405
C 1.407 -2.102 0.020
C 1.571 -3.308 -0.861
C 2.784 -3.706 -1.368
C 0.047 -0.078 0.837
O -0.117 -0.606 1.924
N -0.149 1.285 0.782
C -0.757 2.031 1.818
C -2.009 2.695 1.575
C -2.664 3.370 2.576
C -2.092 3.413 3.886
C -2.702 4.089 4.975
N -3.124 4.662 5.897
C -0.835 2.818 4.147
C -0.227 2.110 3.124
C 0.179 1.921 -0.397
O -0.162 3.092 -0.538
C 0.869 1.216 -1.498
C 1.424 2.045 -2.508
C 1.922 1.453 -3.703
C 1.978 0.076 -3.823
C 1.530 -0.707 -2.758
C 0.941 -0.166 -1.547
H -2.106 -3.994 -1.889
H -2.275 -4.821 -0.228
H -1.404 -2.754 0.917
H -0.859 -1.891 -1.975
H -1.805 -0.823 -0.999
H 2.398 -1.704 0.152
H 1.155 -2.471 1.007
H 0.753 -3.980 -1.083
H 2.889 -4.595 -1.972
H 3.720 -3.170 -1.123
H -2.473 2.655 0.561
H -3.621 3.855 2.434
H -0.369 2.827 5.109
H 0.701 1.569 3.299
H 1.407 3.125 -2.351
H 2.284 2.103 -4.511
H 2.372 -0.406 -4.721
H 1.609 -1.788 -2.851
```

Orbital gap in eV: 9.280
2S+1: 1
SMILES: C=CCC1(CC=C)C(=O)N(c2ccc(C#N)cc2)C(=O)c2ccccc21
Highest occupied orbital energy in eV: -9.424
Total energy in eV: -30179.8194

=====

Entry 3:
C10H20BNNiO4 | the ωB97M-V functional and the def2-TZVPD basis

Geometry as XYZ:
```
37
C10H20BNNiO4 | OMol25 | the ωB97M-V functional and the def2-TZVPD basis
C 3.898 -1.004 1.469
O 2.509 -0.645 1.314
B 2.215 0.676 1.065
O 2.064 1.591 2.071
C 2.010 1.153 -0.438
C 2.221 0.165 -1.573
O 1.755 0.935 -2.740
C 0.878 1.874 -2.299
O 0.436 2.627 -3.148
C 0.624 1.713 -0.826
C -0.515 0.677 -0.602
C -1.760 1.320 0.041
C -2.568 0.443 1.003
C -3.258 -0.798 0.422
C -2.385 -2.127 0.517
N -3.207 -3.257 0.754
H 4.463 -0.200 1.946
H 3.949 -1.881 2.115
H 4.342 -1.247 0.500
H 1.407 1.373 2.742
H 2.732 1.958 -0.643
H 3.264 -0.119 -1.717
H 1.645 -0.761 -1.508
H 0.368 2.687 -0.404
H -0.799 0.191 -1.543
H -0.137 -0.123 0.050
H -1.420 2.174 0.636
H -2.423 1.718 -0.734
H -3.375 1.067 1.401
H -1.935 0.169 1.854
H -3.557 -0.666 -0.621
H -4.176 -0.986 0.985
H -1.671 -2.045 1.338
H -1.877 -2.282 -0.440
H -3.376 -3.928 0.003
H -3.142 -3.744 1.649
Ni 0.802 1.303 -4.636
```

Orbital gap (spin up / spin down) in eV: 8.935 / 4.710
2S+1: 3
Highest occupied orbital energy (spin up / spin down) in eV: -15.681 / -15.431
Total energy in eV: -62077.1038
Total charge: +2
⟨S²⟩: 2.01

=====

Entry 4:
C4H12NO2 | the ωB97M-V functional and the def2-TZVPD basis

Geometry as XYZ:
```
19
C4H12NO2 | OMol25 | the ωB97M-V functional and the def2-TZVPD basis
C 0.260 -1.993 1.368
N -0.149 -0.629 1.054
C -1.663 -0.510 1.275
C 0.270 -0.223 -0.292
C 0.682 1.306 -0.214
O 1.568 1.688 -1.236
H 1.320 -1.968 1.715
H -0.060 -2.910 0.728
H -0.354 -2.294 2.386
H -1.845 0.112 2.168
H -2.152 -1.588 1.493
H -2.145 -0.041 0.377
H 1.135 -0.806 -0.674
H -0.581 -0.366 -0.998
H 1.256 1.397 0.786
H -0.357 1.766 -0.313
H 1.021 3.047 -3.578
H 1.057 1.826 -2.460
O 0.737 2.186 -3.588
```

Orbital gap in eV: 7.220
2S+1: 1
Highest occupied orbital energy in eV: -3.649
Total energy in eV: -9925.9824
Total charge: -1

=====

Entry 5:
C26H23Cl3FN3O5RuSi | the ωB97M-V functional and the def2-TZVPD basis

Geometry as XYZ:
```
63
C26H23Cl3FN3O5RuSi | OMol25 | the ωB97M-V functional and the def2-TZVPD basis
Ru 1.378 -1.036 0.682
C 2.365 -0.881 4.841
C 2.495 -0.926 3.349
O 1.423 -1.040 2.708
C 3.816 -0.862 2.805
C 4.228 -0.883 1.493
C 5.681 -0.810 1.142
N 3.327 -0.968 0.491
N 3.801 -0.925 -0.765
C 2.805 -0.958 -1.640
O 1.562 -0.990 -1.283
C 3.123 -0.973 -3.075
C 4.448 -0.966 -3.502
C 4.736 -0.997 -4.856
C 3.706 -1.034 -5.786
C 2.384 -1.042 -5.362
C 2.090 -1.013 -4.008
H 1.314 -0.850 5.115
H 2.882 -0.007 5.240
H 2.828 -1.772 5.272
H 4.605 -0.789 3.541
H 6.287 -0.771 2.044
H 5.874 0.071 0.531
H 5.963 -1.678 0.547
H 5.239 -0.940 -2.766
H 5.766 -0.993 -5.190
H 3.935 -1.059 -6.844
H 1.581 -1.075 -6.087
H 1.067 -1.024 -3.658
C -3.659 4.287 -0.718
C -4.220 3.229 0.226
C -5.569 2.734 -0.264
C -6.129 1.679 0.672
C -5.146 0.550 0.799
C -5.591 -0.752 1.035
C -4.663 -1.764 1.111
F -5.096 -3.015 1.330
C -3.301 -1.557 0.971
C -2.839 -0.266 0.743
C -1.431 0.000 0.621
O -0.634 -1.043 0.625
C -1.001 1.364 0.515
C -1.942 2.354 0.426
N -3.293 2.087 0.389
C -3.783 0.793 0.648
C 0.443 1.869 0.513
O 0.620 3.046 0.254
O 1.366 1.050 0.881
H -4.449 5.005 -0.937
H -3.338 3.831 -1.656
H -2.822 4.838 -0.297
H -4.354 3.669 1.223
H -5.447 2.313 -1.267
H -6.242 3.588 -0.342
H -7.081 1.297 0.303
H -6.323 2.122 1.655
H -6.645 -0.971 1.140
H -2.601 -2.379 1.037
H -1.612 3.373 0.350
Cl -0.353 -4.376 0.619
Si 1.459 -3.421 0.749
Cl 2.360 -4.151 2.471
Cl 2.605 -4.193 -0.801
```

Orbital gap (spin up / spin down) in eV: 5.469 / 5.133
2S+1: 5
Highest occupied orbital energy (spin up / spin down) in eV: -5.578 / -8.358
Total energy in eV: -92790.9707
⟨S²⟩: 6.04

=====

Entry 6:
C38H52FN15OS3 | the ωB97M-V functional and the def2-TZVPD basis

Geometry as XYZ:
```
110
C38H52FN15OS3 | OMol25 | the ωB97M-V functional and the def2-TZVPD basis
F 7.899 -0.775 -1.966
C 6.769 -0.266 -2.514
C 5.821 -1.195 -3.014
C 4.651 -0.746 -3.544
C 3.577 -1.664 -4.036
C 2.429 -1.743 -2.987
C 1.245 -0.855 -3.381
S -0.286 -1.457 -2.653
C -1.486 -0.300 -3.197
S -1.152 0.770 -4.379
N -2.709 -0.393 -2.493
C -2.835 0.796 -1.638
C -4.123 0.701 -0.785
O -5.063 -0.221 -1.322
C -5.142 -0.006 -2.714
C -3.864 -0.518 -3.385
C 4.465 0.668 -3.597
N 3.404 1.297 -4.118
S 3.654 2.860 -3.978
N 5.097 2.881 -3.219
C 5.422 1.597 -3.095
C 6.619 1.080 -2.519
H 6.070 -2.246 -2.952
H 3.195 -1.336 -5.000
H 3.963 -2.674 -4.157
H 2.804 -1.471 -2.002
H 2.101 -2.779 -2.901
H 1.409 0.179 -3.093
H 1.125 -0.883 -4.460
H -2.004 0.855 -0.940
H -2.878 1.704 -2.247
H -3.825 0.302 0.181
H -4.611 1.674 -0.698
H -5.292 1.058 -2.932
H -5.976 -0.553 -3.148
H -4.062 -1.562 -3.605
H -3.763 0.015 -4.335
H 7.396 1.709 -2.111
C 1.661 3.741 -0.628
C 0.898 2.498 -0.558
N 0.303 1.519 -0.502
H 2.198 3.790 -1.575
H 0.993 4.592 -0.551
H 2.377 3.782 0.188
C 0.579 3.470 3.822
C 0.208 4.168 2.596
N -0.082 4.699 1.624
H 1.443 3.949 4.280
H -0.252 3.494 4.525
H 0.822 2.434 3.594
C -3.213 -4.615 -2.092
C -3.754 -4.105 -3.343
N -4.175 -3.645 -4.305
H -2.283 -4.103 -1.852
H -3.929 -4.442 -1.292
H -3.021 -5.684 -2.176
C -0.472 4.993 7.707
C 0.852 5.319 7.180
N 1.888 5.566 6.756
H -1.218 5.639 7.250
H -0.715 3.960 7.483
H -0.490 5.135 8.783
C -0.367 1.329 9.640
C -1.427 2.318 9.464
N -2.253 3.102 9.325
H 0.593 1.781 9.439
H -0.376 0.955 10.661
H -0.526 0.498 8.954
C 4.776 6.387 0.121
C 3.340 6.519 0.348
N 2.212 6.622 0.524
H 4.969 6.204 -0.934
H 5.282 7.301 0.423
H 5.168 5.555 0.703
C -6.298 -6.359 0.901
C -5.062 -5.587 0.847
N -4.099 -4.965 0.803
H -6.436 -6.760 1.903
H -7.143 -5.717 0.652
H -6.250 -7.182 0.190
C -7.211 -2.079 0.063
C -7.840 -3.391 0.185
N -8.313 -4.431 0.277
H -6.886 -1.920 -0.961
H -7.916 -1.297 0.339
H -6.344 -2.024 0.717
C -4.230 -1.418 -7.149
C -3.832 -0.018 -7.035
N -3.513 1.080 -6.946
H -3.609 -1.917 -7.890
H -4.111 -1.921 -6.189
H -5.272 -1.481 -7.457
C 9.335 -1.935 -5.297
C 8.548 -3.158 -5.184
N 7.919 -4.111 -5.087
H 9.845 -1.910 -6.257
H 8.681 -1.068 -5.217
H 10.074 -1.897 -4.498
C -2.349 -3.047 3.084
C -1.628 -3.467 4.281
N -1.061 -3.797 5.221
H -2.716 -3.916 2.544
H -3.193 -2.419 3.363
H -1.684 -2.480 2.433
C 3.649 -0.335 8.078
C 2.982 0.341 9.185
N 2.458 0.873 10.055
H 4.722 -0.359 8.255
H 3.278 -1.354 7.991
H 3.453 0.197 7.149
```

Orbital gap in eV: 7.371
2S+1: 1
Highest occupied orbital energy in eV: -8.242
Total energy in eV: -99866.8368

=====

Entry 7:
C31H27AsN7O16PbS | the ωB97M-V functional and the def2-TZVPD basis

Geometry as XYZ:
```
84
C31H27AsN7O16PbS | OMol25 | the ωB97M-V functional and the def2-TZVPD basis
Pb -0.246 0.086 0.191
O -1.788 -3.966 -0.177
C -1.320 -2.856 -0.306
N -1.455 -1.809 0.582
C -2.107 -1.980 1.759
O -2.584 -2.990 2.240
C -2.240 -0.697 2.564
C -3.035 -0.696 3.701
C -3.143 0.473 4.430
C -2.448 1.598 4.007
C -1.668 1.516 2.869
N -1.580 0.384 2.165
C -0.542 -2.543 -1.568
C -0.265 -3.577 -2.442
C 0.439 -3.294 -3.601
C 0.816 -1.991 -3.858
C 0.498 -1.010 -2.934
N -0.161 -1.290 -1.815
H -3.538 -1.612 3.971
H -3.763 0.511 5.317
H -2.505 2.536 4.542
H -1.099 2.356 2.499
H -0.601 -4.572 -2.189
H 0.693 -4.086 -4.293
H 1.374 -1.724 -4.744
H 0.790 0.018 -3.085
O -2.023 1.202 -3.120
C -1.743 1.493 -1.977
O -1.969 0.709 -0.942
C -1.241 2.866 -1.628
C -1.427 3.859 -2.564
C -1.086 5.173 -2.285
C -0.576 5.519 -1.047
C -0.403 4.531 -0.114
C -0.649 3.150 -0.364
O -0.267 2.275 0.502
N 0.083 4.964 1.193
O 0.940 5.825 1.236
O -0.447 4.489 2.186
N -1.296 6.210 -3.281
O -1.007 7.358 -2.981
O -1.760 5.885 -4.359
H -1.854 3.592 -3.521
H -0.317 6.541 -0.816
O 3.501 -2.560 1.247
As 2.863 -1.396 0.060
O 3.123 -1.947 -1.445
O 1.229 -1.410 0.551
C 3.932 0.120 0.621
C 4.898 -0.116 1.599
C 5.791 0.881 1.961
C 5.740 2.121 1.342
C 4.776 2.367 0.379
C 3.872 1.374 0.025
S 2.644 1.849 -1.178
O 2.198 3.153 -0.752
O 3.242 1.765 -2.481
O 1.604 0.780 -1.007
H 3.301 -3.440 0.906
H 4.951 -1.087 2.068
H 6.533 0.682 2.725
H 6.441 2.900 1.614
H 4.695 3.338 -0.092
C 2.407 3.112 2.828
N 1.854 2.160 3.779
C 2.145 2.402 5.177
C 1.122 1.692 6.039
C 1.143 0.219 5.694
N 1.035 0.020 4.261
C 0.788 -1.352 3.847
C 1.382 0.963 3.335
O 1.263 0.744 2.122
H 2.043 4.112 3.060
H 2.097 2.848 1.822
H 3.501 3.102 2.880
H 2.113 3.480 5.337
H 3.160 2.063 5.430
H 0.132 2.108 5.839
H 1.346 1.832 7.097
H 0.308 -0.305 6.167
H 2.066 -0.244 6.068
H -0.191 -1.685 4.198
H 1.551 -2.009 4.277
H 0.847 -1.437 2.766
```

Orbital gap in eV: 7.660
2S+1: 1
Highest occupied orbital energy in eV: -6.370
Total energy in eV: -152697.0580
Total charge: -1

=====

> What is the total energy in the seventh record?

-152697.0580 eV